No. 1
ORCA calculation (the ωB97M-V functional and the def2-TZVPD basis) on C19H18CoIN3O3S as an isolated structure.

2S+1: 4
Expectation value of S²: 3.76
HOMO level (alpha / beta) in hartree: -0.2724 / -0.2878

```
46
C19H18CoIN3O3S, DFT the ωB97M-V functional and the def2-TZVPD basis
C 1.422 1.931 0.977
C 2.383 0.722 0.529
H 0.302 1.914 0.821
H 1.792 2.811 0.444
H 1.567 2.033 2.058
H 1.964 -0.252 0.197
H 3.091 1.074 -0.222
H 2.898 0.429 1.454
C -2.386 0.875 -0.020
C -3.654 0.718 -0.588
C -3.820 -0.095 -1.712
C -2.702 -0.727 -2.245
H -2.226 1.515 0.848
H -4.490 1.240 -0.140
H -4.792 -0.231 -2.191
H -2.739 -1.358 -3.135
N -1.326 0.216 -0.525
C -1.469 -0.609 -1.609
C -0.302 -1.408 -1.949
N 0.793 -1.162 -1.174
C 1.847 -2.009 -1.254
C 0.746 -3.358 -2.930
C 1.835 -3.121 -2.092
H 2.703 -1.817 -0.610
H 2.689 -3.801 -2.061
C -0.315 -2.455 -2.877
H -1.211 -2.569 -3.496
H 0.705 -4.216 -3.601
Co 0.517 0.447 0.015
I 0.626 2.023 -2.033
O -0.955 -2.392 0.630
C -0.618 -1.730 1.622
N -0.021 -0.469 1.613
S 0.059 0.206 3.189
O 1.412 0.432 3.635
O -0.898 1.278 3.312
C -0.504 -1.252 3.952
C -0.532 -1.535 5.315
C -0.992 -2.799 5.706
C -1.412 -3.741 4.749
C -1.342 -3.434 3.392
C -0.835 -2.190 3.001
H -0.208 -0.792 6.037
H -1.039 -3.065 6.761
H -1.793 -4.716 5.059
H -1.663 -4.111 2.604
```


No. 2
ORCA calculation (the ωB97M-V functional and the def2-TZVPD basis) on a single C9H18NP molecule.

HOMO level in hartree: -0.3059

```
29
C9H18NP, DFT the ωB97M-V functional and the def2-TZVPD basis
C 0.991 -1.010 -0.664
C 1.048 0.870 -0.620
C -0.122 -1.565 0.321
C -3.142 0.664 -0.270
C 4.009 -0.690 -0.292
C -0.336 1.602 -0.241
C -1.547 -1.176 -0.249
C -1.050 1.164 0.974
C -2.081 0.059 0.662
N 2.003 1.185 0.648
P 2.356 -0.292 0.501
H 1.397 1.089 -1.647
H 0.549 -0.709 -1.611
H -0.196 -2.644 0.160
H 0.229 -1.274 1.390
H -4.108 0.430 0.132
H -3.043 1.665 -0.175
H -3.033 0.330 -1.302
H 3.774 -0.297 -1.351
H 4.245 -1.724 -0.154
H 4.780 0.041 0.115
H 0.027 2.593 0.004
H -0.925 1.593 -1.114
H -1.369 -0.868 -1.267
H -2.215 -2.046 -0.248
H -0.365 0.782 1.662
H -1.701 1.930 1.499
H -2.447 -0.396 1.669
H 2.270 -1.305 1.467
```


No. 3
ORCA calculation (the ωB97M-V functional and the def2-TZVPD basis) on C7H10NP as an isolated structure.

2S+1: 3
Expectation value of S²: 2.01
HOMO level (alpha / beta) in hartree: -0.1777 / -0.3335

```
19
C7H10NP, DFT the ωB97M-V functional and the def2-TZVPD basis
C -2.991 -0.243 0.047
C -2.127 -1.272 0.181
C -2.454 1.011 -0.159
C -0.788 -1.098 -0.088
C -1.086 1.305 -0.174
C -0.245 0.183 -0.118
C 2.414 -0.830 -1.102
N 2.126 0.136 1.276
P 1.563 0.349 -0.251
H -4.014 -0.238 0.102
H -2.621 -2.192 0.271
H -3.180 1.913 -0.277
H -0.312 -2.054 -0.124
H -0.556 2.316 -0.390
H 3.439 -0.706 -0.962
H 2.206 -0.992 -2.215
H 1.618 0.411 2.100
H 2.559 -0.672 1.649
H 1.655 2.193 -0.004
```